Record 1
{
  "formula": "C40H60O30",
  "method": "the ωB97M-V functional and the def2-TZVPD basis",
  "smiles": "C[C@H]1COC(=O)O1.C[C@H]1COC(=O)O1.C[C@H]1COC(=O)O1.C[C@H]1COC(=O)O1.C[C@H]1COC(=O)O1.C[C@H]1COC(=O)O1.C[C@H]1COC(=O)O1.C[C@H]1COC(=O)O1.C[C@H]1COC(=O)O1.C[C@H]1COC(=O)O1",
  "total_energy_ev": -103881.3332,
  "e_homo_ha": -0.3830,
  "symbols": ["C", "C", "C", "O", "C", "O", "O", "H", "H", "H", "H", "H", "H", "C", "C", "C", "O", "C", "O", "O", "H", "H", "H", "H", "H", "H", "C", "C", "C", "O", "C", "O", "O", "H", "H", "H", "H", "H", "H", "C", "C", "C", "O", "C", "O", "O", "H", "H", "H", "H", "H", "H", "C", "C", "C", "O", "C", "O", "O", "H", "H", "H", "H", "H", "H", "C", "C", "C", "O", "C", "O", "O", "H", "H", "H", "H", "H", "H", "C", "C", "C", "O", "C", "O", "O", "H", "H", "H", "H", "H", "H", "C", "C", "C", "O", "C", "O", "O", "H", "H", "H", "H", "H", "H", "C", "C", "C", "O", "C", "O", "O", "H", "H", "H", "H", "H", "H", "C", "C", "C", "O", "C", "O", "O", "H", "H", "H", "H", "H", "H"],
  "positions_angstrom": [[0.867, 1.628, 7.888], [0.649, 0.121, 7.761], [1.365, -0.587, 6.597], [2.021, -1.686, 7.215], [1.927, -1.596, 8.562], [2.401, -2.380, 9.317], [1.240, -0.490, 8.915], [0.334, 2.185, 7.121], [1.934, 1.852, 7.840], [0.511, 1.890, 8.884], [-0.434, -0.024, 7.755], [2.077, 0.078, 6.111], [0.612, -0.956, 5.906], [-4.185, 6.462, -3.709], [-4.308, 5.100, -3.080], [-4.099, 3.937, -4.057], [-3.454, 2.965, -3.239], [-2.838, 3.589, -2.212], [-2.075, 3.042, -1.479], [-3.194, 4.884, -2.172], [-4.065, 7.236, -2.954], [-5.066, 6.662, -4.326], [-3.359, 6.531, -4.419], [-5.230, 4.965, -2.516], [-3.427, 4.214, -4.873], [-5.038, 3.564, -4.456], [-2.251, 2.027, 1.800], [-2.490, 0.923, 2.827], [-1.818, 1.169, 4.180], [-2.890, 0.981, 5.122], [-4.070, 0.903, 4.487], [-5.135, 0.819, 5.001], [-3.879, 0.922, 3.136], [-1.393, 1.996, 1.133], [-2.272, 2.979, 2.335], [-3.094, 1.972, 1.105], [-2.196, -0.031, 2.387], [-1.499, 2.203, 4.306], [-1.029, 0.457, 4.407], [-0.774, -4.660, 0.719], [-0.331, -5.988, 1.281], [-0.638, -7.170, 0.335], [0.638, -7.768, 0.089], [1.608, -7.089, 0.740], [2.766, -7.301, 0.655], [1.080, -6.038, 1.430], [-1.864, -4.598, 0.788], [-0.452, -4.470, -0.304], [-0.431, -3.831, 1.345], [-0.846, -6.199, 2.220], [-1.035, -6.851, -0.630], [-1.309, -7.915, 0.757], [0.827, 4.024, 0.372], [0.594, 5.495, 0.134], [-0.792, 6.013, 0.562], [-0.517, 7.167, 1.348], [0.804, 7.236, 1.637], [1.296, 8.052, 2.344], [1.475, 6.253, 1.010], [1.878, 3.833, 0.168], [0.233, 3.492, -0.377], [0.497, 3.756, 1.373], [0.848, 5.844, -0.866], [-1.354, 5.271, 1.129], [-1.380, 6.323, -0.300], [-0.084, 1.540, -7.252], [-0.676, 1.735, -5.876], [-1.034, 0.465, -5.104], [-0.643, 0.797, -3.764], [0.180, 1.874, -3.776], [0.698, 2.313, -2.802], [0.323, 2.342, -5.028], [0.918, 1.119, -7.212], [-0.049, 2.506, -7.755], [-0.718, 0.887, -7.854], [-1.523, 2.421, -5.957], [-0.423, -0.361, -5.472], [-2.097, 0.260, -5.158], [0.024, 0.153, -0.470], [0.136, -1.101, 0.351], [1.383, -1.941, 0.059], [2.058, -1.955, 1.326], [1.252, -1.454, 2.294], [1.515, -1.470, 3.453], [0.153, -0.882, 1.753], [-0.959, 0.619, -0.458], [0.239, -0.004, -1.528], [0.744, 0.906, -0.132], [-0.775, -1.662, 0.099], [1.974, -1.370, -0.652], [1.162, -2.923, -0.340], [6.418, -3.297, 3.300], [5.426, -4.350, 2.825], [4.600, -4.063, 1.555], [4.675, -5.265, 0.824], [5.645, -6.070, 1.311], [6.051, -7.050, 0.787], [6.114, -5.575, 2.479], [6.047, -2.890, 4.238], [6.651, -2.514, 2.578], [7.371, -3.780, 3.522], [4.838, -4.629, 3.702], [5.059, -3.226, 1.023], [3.586, -3.800, 1.837], [-4.069, -1.183, -0.202], [-3.631, -0.320, -1.373], [-2.993, -1.109, -2.556], [-3.707, -0.619, -3.689], [-4.700, 0.214, -3.306], [-5.407, 0.809, -4.054], [-4.788, 0.258, -1.964], [-3.192, -1.542, 0.340], [-4.724, -1.996, -0.513], [-4.640, -0.558, 0.490], [-2.925, 0.411, -0.981], [-3.248, -2.160, -2.423], [-1.927, -0.906, -2.538], [3.390, 0.267, -5.288], [3.192, -1.170, -4.922], [3.814, -1.555, -3.570], [2.706, -2.042, -2.808], [1.564, -1.957, -3.519], [0.501, -2.302, -3.105], [1.791, -1.425, -4.728], [2.963, 0.942, -4.541], [2.986, 0.522, -6.269], [4.444, 0.552, -5.360], [3.579, -1.811, -5.715], [4.226, -0.678, -3.068], [4.566, -2.337, -3.630]]
}



Record 2
{
  "formula": "C40H61FN12O6P2",
  "method": "the ωB97M-V functional and the def2-TZVPD basis",
  "total_energy_ev": -93928.6428,
  "e_homo_ha": -0.3019,
  "symbols": ["C", "C", "C", "C", "O", "C", "O", "O", "C", "C", "C", "C", "C", "C", "C", "C", "C", "P", "P", "O", "O", "O", "C", "C", "F", "H", "H", "H", "H", "H", "H", "H", "H", "H", "H", "H", "H", "H", "H", "H", "H", "H", "H", "H", "H", "H", "H", "H", "H", "H", "C", "C", "N", "H", "H", "H", "C", "C", "N", "H", "H", "H", "C", "C", "N", "H", "H", "H", "C", "C", "N", "H", "H", "H", "C", "C", "N", "H", "H", "H", "C", "C", "N", "H", "H", "H", "C", "C", "N", "H", "H", "H", "C", "C", "N", "H", "H", "H", "C", "C", "N", "H", "H", "H", "C", "C", "N", "H", "H", "H", "C", "C", "N", "H", "H", "H", "C", "C", "N", "H", "H", "H"],
  "positions_angstrom": [[2.730, 0.414, -4.833], [1.707, -0.600, -4.323], [1.224, -1.643, -5.356], [1.099, -3.080, -4.835], [-0.285, -3.453, -4.581], [-0.346, -4.450, -3.677], [0.300, -5.446, -3.812], [-1.246, -4.327, -2.649], [-0.743, -3.716, -1.463], [-1.927, -3.574, -0.463], [-1.959, -4.436, 0.807], [-1.512, -3.772, 2.097], [-1.621, -4.515, 3.275], [-1.192, -3.972, 4.482], [-0.659, -2.689, 4.573], [-0.556, -1.946, 3.408], [-0.975, -2.494, 2.193], [-0.186, -1.957, -1.933], [-1.997, -0.988, -2.633], [-2.629, -1.693, -3.753], [-3.078, -0.821, -1.448], [-1.635, 0.512, -3.113], [0.515, -4.402, -0.919], [0.469, -5.926, -0.874], [0.894, -3.842, 0.285], [2.280, 1.236, -5.389], [3.169, 0.869, -3.940], [3.543, -0.049, -5.391], [0.834, -0.047, -3.978], [2.121, -1.060, -3.431], [0.257, -1.312, -5.734], [1.955, -1.656, -6.163], [1.559, -3.755, -5.552], [1.660, -3.152, -3.907], [-2.824, -3.806, -1.035], [-2.049, -2.540, -0.169], [-1.443, -5.391, 0.738], [-3.009, -4.684, 0.981], [-2.007, -5.525, 3.253], [-1.252, -4.574, 5.381], [-0.307, -2.256, 5.497], [-0.124, -0.955, 3.406], [-0.837, -1.882, 1.312], [0.170, -1.248, -0.778], [-3.124, 0.072, -1.074], [-2.194, 0.638, -3.894], [1.327, -4.145, -1.609], [-0.543, -6.295, -1.017], [1.127, -6.385, -1.598], [0.745, -6.228, 0.137], [-1.473, 3.982, -1.629], [-2.556, 3.074, -1.284], [-3.412, 2.359, -1.021], [-1.266, 4.649, -0.793], [-0.577, 3.410, -1.857], [-1.749, 4.572, -2.500], [1.382, 2.133, -0.075], [0.297, 1.225, 0.281], [-0.576, 0.528, 0.542], [1.557, 2.834, 0.740], [2.294, 1.570, -0.269], [1.116, 2.687, -0.971], [-4.963, -1.348, 1.402], [-4.676, -1.964, 2.693], [-4.432, -2.454, 3.701], [-6.009, -1.504, 1.143], [-4.760, -0.278, 1.454], [-4.334, -1.789, 0.630], [-2.625, 3.607, 2.478], [-1.360, 4.273, 2.168], [-0.370, 4.781, 1.887], [-3.358, 3.827, 1.707], [-2.471, 2.532, 2.524], [-2.995, 3.954, 3.437], [4.216, 4.710, -2.181], [4.204, 3.253, -2.135], [4.197, 2.106, -2.100], [4.586, 5.109, -1.237], [4.858, 5.041, -2.993], [3.210, 5.083, -2.356], [4.082, 4.238, -6.508], [4.315, 5.273, -5.508], [4.504, 6.086, -4.721], [4.371, 4.593, -7.504], [4.671, 3.355, -6.269], [3.025, 3.970, -6.515], [-7.075, 1.962, 1.110], [-6.052, 2.255, 2.106], [-5.236, 2.480, 2.879], [-7.082, 2.740, 0.350], [-6.864, 1.005, 0.636], [-8.052, 1.918, 1.587], [-4.183, 2.851, 6.421], [-2.926, 3.526, 6.117], [-1.938, 4.054, 5.873], [-4.912, 3.068, 5.643], [-4.020, 1.776, 6.464], [-4.563, 3.196, 7.380], [2.822, -2.326, 7.736], [1.733, -1.423, 7.388], [0.880, -0.714, 7.100], [2.519, -3.355, 7.556], [3.697, -2.097, 7.129], [3.078, -2.212, 8.787], [3.054, 3.391, -10.845], [4.194, 3.697, -9.990], [5.091, 3.938, -9.317], [2.846, 4.236, -11.498], [3.275, 2.516, -11.453], [2.177, 3.188, -10.234], [2.631, 6.477, 3.848], [3.703, 6.239, 2.887], [4.542, 6.055, 2.128], [2.059, 5.564, 3.993], [3.049, 6.795, 4.801], [1.968, 7.253, 3.472], [3.532, -7.098, 7.690], [2.568, -6.108, 8.154], [1.807, -5.332, 8.519], [3.583, -7.082, 6.603], [4.516, -6.874, 8.097], [3.228, -8.090, 8.018]]
}



The following frontier orbital gap values (in eV) correspond, in order, to the records above: 10.4 8.3.